H22O11 | wB97M-V/def2-TZVPD

Atoms and positions in Å:
H 1.6667 0.9955 -2.0605
H 0.3567 -0.3785 0.0455
H -1.2943 -2.1745 0.4835
H 0.0067 -2.2325 -1.3225
H 2.4077 -2.6575 -2.4735
O -0.0193 1.8715 -1.4895
O -1.5963 1.3415 0.3365
H 0.7837 2.2885 -1.5335
O 2.3287 0.3715 -2.3345
H -2.1103 1.8405 -0.1555
H -1.5143 -1.9845 -1.7105
O -0.9593 -2.2305 -1.0355
H 0.5447 -0.4385 1.5585
O -0.7263 -0.6925 3.0995
H 1.6917 2.7165 0.4395
H -2.1983 0.1645 -2.8445
H 2.5547 0.7925 -3.2545
H 0.9397 1.4885 1.0125
O 1.1937 2.4025 1.3045
O -1.1843 0.0845 -2.5785
H 1.8457 -1.2435 -2.1265
H -2.6603 -2.8495 1.2355
O 1.6517 1.1405 4.0725
O 0.7307 0.1795 0.7685
H -0.4023 1.6065 -0.6105
H 0.8587 0.5665 3.9345
H 1.6727 1.6245 3.2835
H -2.2043 0.7315 0.5245
H -1.5223 -0.4915 3.6525
O 1.7427 -2.2625 -1.8615
H -1.2223 0.7085 -1.8905
H -1.2423 -1.1505 2.2965
O -2.1193 -2.1305 1.2325

Cartesian forces, eV/Å:
H -1.0 -0.1 0.6
H 0.4 0.8 0.3
H -3.6 -0.6 1.5
H -1.3 -0.2 -0.3
H -0.9 0.1 0.8
O -2.6 -1.0 -0.2
O 5.5 0.0 2.3
H 2.4 2.1 0.8
O 1.4 1.3 -3.2
H -3.6 5.0 -3.9
H -1.6 1.3 -2.6
O 4.0 -1.3 2.8
H 0.6 1.8 -1.0
O -2.6 -0.9 -1.5
H -1.3 -0.6 3.0
H 3.1 -0.7 0.2
H -0.4 -1.6 2.4
H 0.1 1.0 0.6
O 1.8 2.1 -2.8
O -4.7 -1.5 -2.6
H -0.2 -2.4 0.8
H -1.9 -3.3 -0.2
O -1.2 -2.0 1.6
O -1.0 -5.3 0.3
H 1.5 0.7 -0.1
H 0.9 0.5 0.3
H 0.2 1.5 -2.0
H -3.2 -4.9 2.1
H 1.2 0.0 -0.4
O 0.9 2.4 -1.5
H 0.7 1.1 1.1
H 1.2 0.7 2.2
O 4.9 4.0 -1.5

Results
LUMO level in eV: -0.15
SMILES: O.O.O.O.O.O.O.O.O.O.O
DFT total energy in eV: -22876.9323
Energy relative to the best compared isomer or geometry (same formula, charge and spin) in kcal per mole: 105.65
Gap between HOMO and LUMO in eV: 9.926
Molar mass in u: 198.17